Computed, not measured: C28H45IrN7O9P2 as an isolated structure in a non-equilibrium geometry, with ωB97M-V with the def2-TZVPD basis set.

Atoms and positions in Å:
Ir -0.989 0.043 0.133
C 5.198 1.715 0.493
N 3.868 1.973 -0.025
C 3.054 2.762 0.890
P 2.968 0.742 -0.725
O 1.822 0.277 0.054
O 2.488 1.412 -2.143
P 1.181 2.336 -2.307
O 0.036 2.039 -1.450
N 1.814 3.862 -2.032
C 0.884 4.954 -1.840
C 3.106 4.261 -2.544
N 0.808 1.973 -3.908
C 1.787 1.813 -4.957
C -0.492 2.399 -4.377
N 4.078 -0.378 -1.326
C 3.947 -0.880 -2.681
C 4.415 -1.428 -0.378
H 5.742 2.661 0.541
H 5.720 1.034 -0.172
H 5.169 1.288 1.502
H 3.549 3.718 1.067
H 2.897 2.250 1.846
H 2.078 2.930 0.437
H -0.061 4.549 -1.484
H 0.713 5.515 -2.767
H 1.285 5.644 -1.094
H 3.772 3.402 -2.551
H 3.524 5.023 -1.882
H 3.045 4.679 -3.556
H 2.762 1.634 -4.515
H 1.840 2.694 -5.608
H 1.517 0.951 -5.575
H -1.126 2.599 -3.517
H -0.945 1.611 -4.985
H -0.431 3.309 -4.985
H 3.827 -0.045 -3.364
H 3.099 -1.563 -2.806
H 4.862 -1.416 -2.935
H 4.397 -1.026 0.632
H 5.419 -1.796 -0.604
H 3.720 -2.273 -0.417
N 0.283 -1.907 -0.406
C -0.268 -2.893 -1.310
C -0.653 -2.308 -2.675
C -2.000 -1.585 -2.665
N -1.894 -0.261 -2.065
H 1.200 -1.593 -0.696
H 0.352 -2.268 0.562
H -1.160 -3.302 -0.836
H 0.447 -3.717 -1.473
H -0.708 -3.125 -3.397
H 0.119 -1.607 -3.001
H -2.720 -2.163 -2.081
H -2.383 -1.524 -3.698
H -2.815 0.150 -1.951
H -1.316 0.354 -2.630
O -3.584 -0.225 0.448
C -3.355 -1.402 0.800
O -2.195 -1.883 0.770
C -4.433 -2.342 1.244
C -4.063 -3.662 1.481
C -4.982 -4.617 1.894
C -6.276 -4.187 2.073
O -7.369 -4.908 2.479
C -8.446 -3.997 2.509
O -8.001 -2.727 2.092
C -6.655 -2.862 1.841
C -5.754 -1.916 1.420
H -3.025 -3.929 1.349
H -4.704 -5.644 2.074
H -8.842 -3.935 3.537
H -9.241 -4.356 1.834
H -6.031 -0.891 1.241
O -0.503 2.022 2.562
C -0.131 0.818 3.000
N -0.106 -0.255 2.193
C 0.388 -1.345 2.879
O 0.609 -2.451 2.359
C 0.628 -0.907 4.243
C 1.026 -1.575 5.390
C 1.132 -0.857 6.565
C 0.856 0.519 6.607
C 0.457 1.206 5.487
C 0.324 0.492 4.294
H 1.236 -2.634 5.364
H 1.434 -1.352 7.476
H 0.955 1.045 7.546
H 0.237 2.263 5.513
C -1.220 2.029 1.337
H -2.291 2.062 1.555
H -0.902 2.908 0.778

Atoms 1-3, force components in eV/Å:
Ir 2.804 -1.247 2.700
C 0.262 0.005 -0.037
N -0.495 -0.961 -0.127

Its spin multiplicity is 2. The frontier orbital gap (spin up / spin down) is 4.63 / 6.80 eV. The calculation puts the LUMO energy (spin up / spin down) at -0.25 / -0.23 eV. As for the energy: -2941.509638 Ha. Its molar mass is 877.9 g mol⁻¹. The HOMO energy (spin up / spin down) comes out at -4.889 / -7.037 eV.

Let us look at the Löwdin charges, expressed in e, one per atom:
1. Ir 1.33
2. C -0.11
3. N -0.28
4. C -0.10
5. P 0.54
6. O -0.27
7. O -0.29
8. P 0.50
9. O -0.30
10. N -0.30
11. C -0.10
12. C -0.10
13. N -0.30
14. C -0.10
15. C -0.12
16. N -0.30
17. C -0.10
18. C -0.11
19. H 0.09
20. H 0.07
21. H 0.09
22. H 0.09
23. H 0.10
24. H 0.06
25. H 0.08
26. H 0.09
27. H 0.09
28. H 0.07
29. H 0.09
30. H 0.09
31. H 0.06
32. H 0.09
33. H 0.09
34. H 0.07
35. H 0.09
36. H 0.09
37. H 0.06
38. H 0.09
39. H 0.09
40. H 0.08
41. H 0.09
42. H 0.09
43. N -0.05
44. C -0.26
45. C -0.18
46. C -0.24
47. N -0.04
48. H 0.05
49. H 0.05
50. H 0.10
51. H 0.11
52. H 0.11
53. H 0.10
54. H 0.12
55. H 0.12
56. H 0.09
57. H 0.05
58. O -0.05
59. C -0.64
60. O -0.08
61. C -0.13
62. C -0.02
63. C 0.02
64. C -0.20
65. O 0.03
66. C -0.17
67. O 0.03
68. C -0.19
69. C 0.08
70. H 0.12
71. H 0.12
72. H 0.14
73. H 0.14
74. H 0.13
75. O -0.06
76. C -0.32
77. N 0.06
78. C -0.44
79. O -0.01
80. C -0.10
81. C -0.02
82. C -0.10
83. C -0.11
84. C -0.03
85. C -0.11
86. H 0.11
87. H 0.09
88. H 0.09
89. H 0.11
90. C -0.18
91. H 0.05
92. H 0.04